Density functional theory data (ωB97M-V with the def2-TZVPD basis set) for a 2-piece molecular cluster, C3H8OS2 overall in a non-equilibrium geometry.

Its expectation value of S² is 0.7537. The total energy comes out at -990.631703 Ha. As for the LUMO energy (alpha / beta): 3.3462 / 3.2940 eV.

```
! wB97M-V def2-TZVPD RIJCOSX def2/J DEFGRID3
* xyz -1 2
C -0.69 -1.66 2.91
S -2.40 -1.51 2.21
S -1.82 -1.30 0.17
H -0.14 -2.34 2.34
H -0.72 -1.85 4.05
H -0.27 -0.60 2.97
H -2.64 -2.20 -0.34
C 0.76 2.39 -1.96
C 1.50 1.36 -2.52
O 2.31 0.48 -1.88
H 0.13 3.03 -2.56
H 0.56 2.43 -0.94
H 1.22 1.20 -3.54
H 2.19 0.56 -0.92
*
```

Density functional theory data (ωB97M-V with the def2-TZVPD basis set) for C4H9NO3P as an isolated structure in a non-equilibrium geometry.

The total energy comes out at -779.329941 Ha. As for the LUMO energy: -4.1715 eV.

```
! wB97M-V def2-TZVPD RIJCOSX def2/J DEFGRID3
* xyz 1 1
C 2.37 1.05 -0.24
C 1.25 1.27 -1.34
C -3.25 -0.54 2.01
C -0.64 -1.92 -1.14
N 1.58 0.71 0.95
O -0.07 0.98 -0.76
O -2.39 -1.13 1.39
O 0.02 -1.39 -0.29
P -0.02 0.60 0.82
H 3.15 0.33 -0.41
H 2.91 2.01 -0.18
H 1.18 2.27 -1.86
H 1.34 0.60 -2.27
H -4.28 -0.50 1.67
H -3.18 -0.27 3.03
H -0.33 -2.69 -1.80
H -1.75 -1.68 -1.35
H 2.10 0.27 1.77
*
```

Density functional theory data (ωB97M-V with the def2-TZVPD basis set) for a 2-piece molecular cluster, C5H7Cl overall in a non-equilibrium geometry.

Its expectation value of S² is 2.0226. The total energy comes out at -654.668462 Ha. As for the LUMO energy (alpha / beta): 0.9365 / -1.4834 eV.

```
! wB97M-V def2-TZVPD RIJCOSX def2/J DEFGRID3
* xyz 0 3
C -1.42 -0.32 -1.04
C 1.59 -1.83 0.25
C -0.73 0.44 -0.25
C 1.53 -0.53 0.19
C -0.83 1.67 0.51
Cl 2.68 0.67 0.44
H -2.44 -0.07 -1.33
H -1.03 -1.23 -1.47
H 2.50 -2.37 0.48
H 0.72 -2.43 0.08
H -0.49 1.52 1.54
H -1.87 2.02 0.54
H -0.21 2.45 0.06
*
```

Density functional theory data (ωB97M-V with the def2-TZVPD basis set) for an isolated ion of composition C3H8ClN2 and charge +1 in a non-equilibrium geometry.

The total energy comes out at -688.513820 Ha. The SMILES is C[C@@H](Cl)/[NH+]=C/N. As for the LUMO energy: -3.6414 eV.

```
! wB97M-V def2-TZVPD RIJCOSX def2/J DEFGRID3
* xyz 1 1
C -1.16 1.96 -0.23
C -1.06 0.26 0.54
Cl -2.26 -0.76 -0.20
N 0.30 -0.23 0.48
C 0.79 -1.22 -0.26
N 1.99 -1.70 -0.33
H -0.13 2.03 -0.71
H -2.05 2.10 -0.90
H -1.17 2.63 0.66
H -1.36 0.22 1.51
H 1.08 0.15 0.99
H -0.07 -1.64 -0.82
H 2.37 -2.54 -0.85
H 2.74 -1.26 0.11
*
```

Density functional theory data (ωB97M-V with the def2-TZVPD basis set) for a 3-piece molecular cluster, C2H9NO2 overall in a non-equilibrium geometry.

The total energy comes out at -286.790673 Ha. The SMILES is C=CN.O.O. As for the LUMO energy: 0.7864 eV.

```
! wB97M-V def2-TZVPD RIJCOSX def2/J DEFGRID3
* xyz 0 1
C 0.47 -0.80 1.21
C -0.32 0.23 1.63
N -0.60 1.31 0.85
H 0.60 -1.07 0.20
H 0.92 -1.39 2.01
H -0.76 0.20 2.63
H -0.60 1.20 -0.20
H -1.39 1.85 1.18
O -1.64 -0.91 -2.07
H -1.05 -1.41 -1.48
H -1.31 0.02 -2.00
O 1.61 0.46 -1.52
H 1.78 0.38 -0.54
H 2.30 -0.06 -1.91
*
```

Density functional theory data (ωB97M-V with the def2-TZVPD basis set) for an isolated ion of composition C9H7Br2O and charge +1 in a non-equilibrium geometry.

The total energy comes out at -5570.018650 Ha. As for the LUMO energy: -5.3371 eV.

```
! wB97M-V def2-TZVPD RIJCOSX def2/J DEFGRID3
* xyz 1 1
C -0.27 0.75 -0.22
C -0.04 -0.76 1.62
C 0.52 0.13 0.75
C -2.06 -0.63 0.53
C -1.60 0.39 -0.31
C -1.35 -1.15 1.56
C 2.71 0.34 -0.18
C -4.14 -0.91 -0.65
C 1.91 0.47 0.87
O -3.69 -0.83 0.50
Br -2.85 1.26 -1.52
Br -2.18 -2.42 2.70
H 0.02 1.62 -0.66
H 0.52 -1.19 2.38
H 3.70 0.45 -0.11
H 2.21 0.04 -1.05
H -5.18 -1.11 -0.93
H -3.57 -1.19 -1.46
H 2.30 0.70 1.80
*
```

Density functional theory data (ωB97M-V with the def2-TZVPD basis set) for the molecule C7H8.

The total energy comes out at -271.322145 Ha. As for the LUMO energy: 0.8187 eV.

```
! wB97M-V def2-TZVPD RIJCOSX def2/J DEFGRID3
* xyz 0 1
C 0.02 -1.38 0.98
C -0.60 0.01 0.74
C 0.48 1.11 0.65
C 1.13 0.92 -0.64
C 1.33 0.64 -1.81
C -0.81 0.20 -1.82
C -1.30 0.02 -0.60
H 0.65 -1.65 0.13
H 0.63 -1.41 1.89
H -0.77 -2.13 1.08
H -1.28 0.25 1.57
H -0.02 2.09 0.63
H 1.18 1.10 1.49
H 1.70 0.44 -2.79
H -2.36 -0.25 -0.67
*
```

Density functional theory data (ωB97M-V with the def2-TZVPD basis set) for a 10-piece molecular cluster, H20O10 overall in a non-equilibrium geometry.

The total energy comes out at -764.341779 Ha. The SMILES is O.O.O.O.O.O.O.O.O.O. As for the LUMO energy: -0.3299 eV.

```
! wB97M-V def2-TZVPD RIJCOSX def2/J DEFGRID3
* xyz 0 1
O 3.44 -0.57 1.00
H 3.26 -0.08 0.21
H 3.85 0.13 1.45
O -0.39 0.68 0.15
H -0.78 -0.11 -0.18
H 0.55 0.60 -0.01
O -0.93 1.98 2.55
H -1.07 1.31 1.85
H -0.86 1.42 3.31
O -3.23 -2.04 1.06
H -2.29 -2.26 0.91
H -3.84 -2.52 0.53
O 1.07 -2.83 -2.19
H 0.89 -3.14 -3.09
H 0.41 -2.26 -1.89
O -2.54 2.21 -1.32
H -2.61 3.12 -1.12
H -2.95 1.69 -0.63
O 0.29 3.08 -0.83
H 1.18 3.02 -0.57
H -0.07 2.39 -0.31
O 1.17 -0.67 2.52
H 1.55 -0.06 3.09
H 1.73 -0.74 1.77
O 2.05 0.29 -1.28
H 1.42 0.12 -2.02
H 2.42 1.13 -1.47
O -0.96 -1.69 -1.05
H -1.58 -1.70 -1.84
H -1.16 -2.50 -0.59
*
```

Density functional theory data (ωB97M-V with the def2-TZVPD basis set) for a 2-piece molecular cluster, C7H11BrN2 overall in a non-equilibrium geometry.

The total energy comes out at -2956.727146 Ha. As for the LUMO energy (alpha / beta): -1.0505 / -1.0516 eV.

```
! wB97M-V def2-TZVPD RIJCOSX def2/J DEFGRID3
* xyz 0 1
C 1.10 0.27 2.83
C -1.19 0.45 -0.46
C -1.20 -0.55 0.65
C 0.14 1.18 -0.29
C -0.20 -1.63 0.55
C 1.33 0.10 -0.71
C 1.10 -1.08 0.16
N 0.13 0.49 3.46
N 2.04 0.01 1.98
Br 2.46 -2.43 0.37
H -1.18 -0.01 -1.43
H -2.04 1.09 -0.29
H -1.24 -0.09 1.64
H -2.22 -0.95 0.78
H 0.31 1.94 -1.05
H 0.39 1.62 0.62
H -0.26 -2.42 1.33
H -0.45 -2.21 -0.38
H 1.36 -0.24 -1.80
H 2.27 0.51 -0.33
H 2.79 -0.61 2.20
*
```

Density functional theory data (ωB97M-V with the def2-TZVPD basis set) for a 3-piece molecular cluster, C24H42F3N3O6 overall in a non-equilibrium geometry.

The total energy comes out at -1854.570445 Ha. The SMILES is O=C(O)CCCO[C@H](COCCCC(F)=C(F)F)c1ccncc1.COC[C@@H](C)N.COC[C@@H](C)N. As for the LUMO energy: -0.5650 eV.

```
! wB97M-V def2-TZVPD RIJCOSX def2/J DEFGRID3
* xyz 0 1
O 0.80 -0.55 2.94
C -0.30 -1.10 2.79
O -0.45 -2.53 2.99
C -1.62 -0.27 2.37
C -1.74 -0.02 0.79
C -1.65 -1.40 -0.09
O -0.48 -1.27 -0.94
C 0.34 -2.45 -0.96
C 1.85 -1.96 -0.54
O 2.03 -0.53 -0.68
C 2.26 -0.21 -2.09
C 3.48 0.82 -2.31
C 3.09 1.89 -3.45
C 3.27 3.39 -2.91
F 4.15 3.75 -1.83
C 2.52 4.47 -3.49
F 1.61 5.15 -2.62
F 2.68 4.85 -4.85
C 0.44 -3.14 -2.39
C -0.42 -2.74 -3.64
C -0.37 -3.42 -5.02
N 0.50 -4.52 -5.25
C 1.31 -4.89 -4.16
C 1.41 -4.34 -2.73
H -0.17 -3.01 2.18
H -1.50 0.75 2.87
H -2.58 -0.73 2.83
H -2.73 0.49 0.56
H -0.89 0.71 0.51
H -2.63 -1.51 -0.67
H -1.60 -2.24 0.68
H 0.06 -3.26 -0.21
H 1.92 -2.18 0.60
H 2.67 -2.57 -1.04
H 2.43 -1.18 -2.69
H 1.29 0.30 -2.44
H 4.35 0.20 -2.75
H 3.81 1.29 -1.33
H 3.73 1.74 -4.40
H 1.99 1.80 -3.80
H -1.15 -1.87 -3.50
H -1.05 -3.08 -5.87
H 2.03 -5.77 -4.38
H 2.12 -4.76 -1.93
C -1.85 1.43 -5.16
O -2.08 0.69 -3.97
C -2.08 1.48 -2.78
C -3.43 2.17 -2.48
C -3.68 3.40 -3.34
N -4.56 1.24 -2.64
H -1.16 2.26 -5.00
H -2.79 1.79 -5.57
H -1.42 0.75 -5.90
H -1.88 0.77 -1.97
H -1.25 2.19 -2.78
H -3.40 2.50 -1.44
H -3.95 3.16 -4.37
H -4.50 3.99 -2.93
H -2.80 4.05 -3.37
H -4.43 0.46 -2.00
H -4.48 0.82 -3.56
C -0.08 -1.36 6.09
O -0.71 -0.35 6.86
C -0.03 -0.02 8.06
C 1.12 0.99 7.88
C 2.39 0.37 7.29
N 0.72 2.13 7.04
H 0.41 -2.12 6.71
H 0.64 -0.92 5.40
H -0.85 -1.86 5.49
H -0.78 0.45 8.71
H 0.31 -0.92 8.58
H 1.38 1.38 8.87
H 2.30 0.17 6.23
H 3.23 1.05 7.42
H 2.64 -0.56 7.80
H -0.08 2.59 7.48
H 0.32 1.74 6.18
*
```

Density functional theory data (ωB97M-V with the def2-TZVPD basis set) for the molecule C3H4O3S in a non-equilibrium geometry.

The total energy comes out at -740.470551 Ha. The SMILES is O=S(=O)=C[C@@H]1CO1. As for the LUMO energy: -0.8413 eV.

```
! wB97M-V def2-TZVPD RIJCOSX def2/J DEFGRID3
* xyz 0 1
O -3.20 -0.83 -0.45
S -2.05 -0.09 0.02
O -2.05 1.30 -0.10
C -0.59 -0.76 0.12
C 0.53 0.15 0.41
C 1.80 0.34 -0.37
O 1.77 -0.44 0.79
H -0.68 -1.83 0.15
H 0.11 1.07 1.06
H 1.91 -0.25 -1.32
H 2.44 1.35 -0.32
*
```

Density functional theory data (ωB97M-V with the def2-TZVPD basis set) for an isolated ion of composition C4H4N3 and charge +1 in a non-equilibrium geometry.

The total energy comes out at -318.578260 Ha. The SMILES is N#C[N+]1(C#N)CC1. As for the LUMO energy: -6.7855 eV.

```
! wB97M-V def2-TZVPD RIJCOSX def2/J DEFGRID3
* xyz 1 1
N -2.19 -2.02 0.08
C -1.47 -1.15 0.14
N -0.33 0.13 0.03
C -0.96 1.37 0.01
N -1.57 2.31 -0.20
C 0.98 -0.07 0.74
C 0.87 -0.06 -0.74
H 1.06 -0.94 1.46
H 1.67 0.76 1.17
H 1.11 0.70 -1.33
H 0.83 -1.03 -1.36
*
```

Density functional theory data (ωB97M-V with the def2-TZVPD basis set) for a 3-piece molecular cluster, C4H14N2O2 overall in a non-equilibrium geometry.

Its expectation value of S² is 0.7534. The total energy comes out at -420.685938 Ha. As for the LUMO energy (alpha / beta): 3.6622 / 2.4885 eV.

```
! wB97M-V def2-TZVPD RIJCOSX def2/J DEFGRID3
* xyz -1 2
C 2.38 0.55 0.55
C 2.42 -0.94 0.33
C 1.33 -1.52 -0.68
O 1.09 -0.43 -1.59
N -1.19 1.35 -0.80
C -1.88 1.62 0.44
N -3.12 0.81 0.51
H 1.64 0.93 1.23
H 3.31 1.11 0.49
H 2.32 -1.47 1.31
H 3.37 -1.27 -0.10
H 0.40 -1.83 -0.20
H 1.84 -2.31 -1.26
H 1.38 0.34 -1.09
H -0.18 1.44 -0.74
H -1.23 1.32 1.30
H -2.09 2.69 0.55
H -2.83 -0.18 0.24
H -3.53 0.88 1.43
H -2.36 -2.08 -0.61
H -1.30 0.37 -1.08
O -1.78 -1.40 -0.24
*
```

Density functional theory data (ωB97M-V with the def2-TZVPD basis set) for the molecule C23H16Cl2F3N3S in a non-equilibrium geometry.

The total energy comes out at -2668.468669 Ha. The SMILES is CN(c1ccc(Cl)c(Cl)c1)c1cnc(SCc2c(F)cccc2F)n1-c1ccc(F)cc1. As for the LUMO energy: 0.3884 eV.

```
! wB97M-V def2-TZVPD RIJCOSX def2/J DEFGRID3
* xyz 0 1
C -0.58 0.82 2.52
N -1.52 1.06 1.43
C -2.81 1.58 1.66
C -3.41 2.51 0.78
C -4.70 3.03 1.07
C -5.44 2.48 2.12
Cl -7.00 3.13 2.48
C -4.90 1.48 2.92
Cl -5.83 0.82 4.24
C -3.59 1.03 2.68
C -1.29 0.37 0.23
C -2.21 -0.40 -0.39
N -1.72 -0.91 -1.57
C -0.49 -0.48 -1.64
S 0.46 -0.91 -3.00
C 0.43 -2.78 -2.85
C 1.70 -3.20 -2.14
C 1.74 -3.20 -0.71
F 0.63 -3.05 0.05
C 2.96 -3.56 -0.06
C 4.15 -3.80 -0.78
C 4.06 -3.83 -2.17
C 2.88 -3.51 -2.84
F 2.85 -3.44 -4.21
N -0.13 0.36 -0.57
C 1.01 1.16 -0.42
C 2.30 0.66 -0.68
C 3.45 1.46 -0.58
C 3.31 2.83 -0.23
F 4.40 3.58 -0.09
C 2.08 3.36 0.05
C 0.93 2.54 0.00
H -0.27 -0.23 2.51
H -1.01 1.10 3.50
H 0.29 1.45 2.39
H -2.86 2.88 -0.04
H -5.16 3.75 0.41
H -3.18 0.25 3.29
H -3.21 -0.61 -0.02
H -0.45 -3.09 -2.27
H 0.35 -3.17 -3.85
H 2.98 -3.64 1.07
H 5.11 -3.98 -0.28
H 4.92 -4.05 -2.80
H 2.43 -0.40 -0.95
H 4.42 1.08 -0.83
H 1.97 4.38 0.32
H -0.05 3.06 0.24
*
```

Density functional theory data (ωB97M-V with the def2-TZVPD basis set) for C26H70N6O10V as an isolated structure in a non-equilibrium geometry.

The total energy comes out at -3057.537713 Ha. As for the LUMO energy: 2.4919 eV.

```
! wB97M-V def2-TZVPD RIJCOSX def2/J DEFGRID3
* xyz -1 1
O 0.59 -0.09 1.62
V 0.12 -0.61 0.16
O -1.03 0.29 -0.40
O -1.09 -2.24 1.00
C -1.18 -3.20 -0.06
C -0.07 -3.26 -1.14
O 0.78 -2.15 -1.25
H -2.09 -2.87 -0.60
H -1.48 -4.17 0.35
H -0.65 -3.30 -2.07
H 0.51 -4.20 -1.07
C -6.41 4.20 3.62
C -5.80 2.84 3.32
C -4.31 2.88 3.03
O -3.88 1.59 2.68
C -2.54 1.59 2.23
N -6.08 1.86 4.38
H -5.75 4.73 4.32
H -7.41 4.17 4.06
H -6.49 4.85 2.74
H -6.24 2.53 2.37
H -3.74 3.22 3.90
H -4.13 3.49 2.13
H -2.04 0.64 2.38
H -1.97 2.34 2.79
H -2.47 1.78 1.15
H -5.93 2.27 5.30
H -7.07 1.64 4.38
C 3.30 -3.62 4.31
C 2.39 -2.42 4.05
C 3.03 -1.11 4.42
O 3.20 -0.98 5.84
C 4.21 -0.07 6.18
N 2.15 -2.33 2.59
H 4.21 -3.57 3.71
H 2.78 -4.55 4.10
H 3.59 -3.61 5.37
H 1.47 -2.66 4.60
H 2.45 -0.24 4.08
H 4.02 -1.08 3.96
H 3.95 0.97 5.97
H 5.17 -0.30 5.70
H 4.40 -0.23 7.24
H 1.53 -3.08 2.28
H 1.56 -1.48 2.52
C -4.12 -0.96 -1.96
C -4.47 -0.35 -0.60
C -5.95 0.02 -0.54
O -6.43 0.32 0.75
C -7.77 0.75 0.65
N -4.13 -1.28 0.46
H -4.76 -1.84 -2.08
H -3.10 -1.29 -2.12
H -4.39 -0.33 -2.82
H -3.93 0.59 -0.44
H -6.48 -0.89 -0.89
H -6.22 0.78 -1.29
H -7.82 1.70 0.12
H -8.17 0.89 1.65
H -8.39 -0.01 0.16
H -3.14 -1.55 0.42
H -4.57 -2.19 0.33
C 3.18 2.74 -1.61
C 1.96 2.34 -0.79
C 0.69 3.07 -1.18
O 0.87 4.46 -0.96
C -0.25 5.25 -1.27
N 1.70 0.89 -0.91
H 3.38 3.81 -1.55
H 3.01 2.43 -2.64
H 4.05 2.21 -1.19
H 2.16 2.53 0.27
H -0.12 2.68 -0.56
H 0.48 2.92 -2.25
H -1.06 5.10 -0.55
H -0.59 5.03 -2.29
H 0.03 6.30 -1.19
H 1.74 0.67 -1.91
H 2.56 0.46 -0.56
C 5.72 -1.21 0.80
C 4.79 -1.60 -0.33
C 4.87 -3.09 -0.72
O 5.98 -3.30 -1.58
C 5.95 -4.50 -2.32
N 3.40 -1.28 0.08
H 5.42 -1.67 1.74
H 5.70 -0.12 0.85
H 6.75 -1.51 0.59
H 5.00 -1.08 -1.27
H 3.96 -3.31 -1.30
H 4.90 -3.69 0.20
H 6.85 -4.46 -2.93
H 5.06 -4.75 -2.90
H 6.11 -5.34 -1.63
H 2.76 -1.85 -0.49
H 3.32 -1.58 1.05
C -0.40 0.00 -3.95
C 0.99 0.06 -4.59
C 1.36 1.36 -5.26
O 0.77 1.46 -6.54
C 1.51 0.85 -7.57
N 1.99 -0.30 -3.56
H -0.44 0.59 -3.03
H -0.60 -1.05 -3.72
H -1.22 0.44 -4.52
H 1.02 -0.74 -5.34
H 2.45 1.44 -5.29
H 0.96 2.21 -4.69
H 1.97 -0.11 -7.34
H 2.27 1.56 -7.92
H 0.85 0.72 -8.44
H 1.63 -1.04 -2.94
H 2.78 -0.77 -3.99
*
```

Density functional theory data (ωB97M-V with the def2-TZVPD basis set) for C4H4F7N2NaO6S2 as an isolated structure.

The total energy comes out at -2373.645697 Ha. As for the LUMO energy: 4.4137 eV.

```
! wB97M-V def2-TZVPD RIJCOSX def2/J DEFGRID3
* xyz -2 1
Na -0.04 -1.22 0.73
F 4.63 0.20 -0.46
C 3.92 -0.24 0.60
F 4.69 -0.09 1.69
F 3.70 -1.55 0.43
S 2.34 0.72 0.73
O 1.67 0.29 -0.47
O 2.80 2.06 0.92
N 1.84 -0.02 2.01
S 0.99 0.16 3.30
O -0.43 0.15 3.12
O 1.52 -0.73 4.31
C 1.42 1.83 4.00
F 2.75 1.99 4.02
F 0.87 2.84 3.36
F 0.99 1.86 5.28
N -1.62 0.00 -0.60
C -2.12 1.29 -0.12
C -0.91 2.26 0.00
O -0.89 3.23 -0.79
O -0.09 1.94 0.89
H -1.17 0.12 -1.50
H -2.32 -0.72 -0.68
H -2.53 1.13 0.89
H -2.89 1.74 -0.76
F -1.03 -3.08 0.09
*
```

Density functional theory data (ωB97M-V with the def2-TZVPD basis set) for a 2-piece molecular cluster, C10H13O3 overall in a non-equilibrium geometry.

The total energy comes out at -614.611793 Ha. As for the LUMO energy: 3.2032 eV.

```
! wB97M-V def2-TZVPD RIJCOSX def2/J DEFGRID3
* xyz -1 1
C 3.75 1.83 1.14
C 0.65 2.49 -0.91
C -0.20 1.36 -0.76
C 1.97 2.55 -0.41
C 2.36 1.55 0.49
C 0.14 0.47 0.27
C 1.46 0.53 0.80
O -1.40 1.33 -1.32
H 0.23 3.35 -1.44
H 2.61 3.28 -0.81
H -0.53 -0.37 0.42
H -2.14 0.74 -0.94
H 3.92 2.85 1.38
H 4.38 1.31 0.35
H 1.86 -0.33 1.33
H 3.69 1.44 2.19
C -2.12 -2.37 -0.85
C -1.67 -3.17 0.39
C -3.31 -1.53 -0.39
O -3.05 -0.28 -0.31
O -4.26 -2.16 0.09
H -1.35 -1.68 -1.24
H -2.39 -3.06 -1.66
H -1.96 -2.70 1.33
H -0.57 -3.22 0.44
H -2.05 -4.20 0.43
*
```